{
  "formula": "C23H18AuN6O5S2",
  "method": "ωB97M-V/def2-TZVPD",
  "species": ["Au", "O", "C", "N", "C", "O", "C", "C", "C", "C", "C", "N", "C", "C", "C", "C", "C", "N", "H", "H", "H", "H", "H", "H", "H", "H", "O", "C", "N", "S", "O", "O", "C", "C", "C", "C", "C", "C", "H", "H", "H", "H", "C", "N", "C", "C", "N", "C", "S", "H", "H", "H", "H", "H", "H"],
  "xyz": [[-1.68954, -0.06794, 0.61903], [-1.55517, 1.55438, 4.33673], [-1.57835, 1.29850, 3.16878], [-1.53512, 0.03043, 2.59110], [-1.39285, -1.16834, 3.28412], [-1.27009, -1.29537, 4.46857], [-1.39723, -2.34037, 2.33902], [-1.19278, -3.61933, 2.80108], [-1.15293, -4.65897, 1.88444], [-1.30873, -4.37977, 0.53922], [-1.50605, -3.07322, 0.13497], [-1.57292, -2.08461, 1.02914], [-1.70194, 2.36281, 2.10865], [-1.56034, 3.69716, 2.41775], [-1.62260, 4.62518, 1.39308], [-1.85481, 4.19245, 0.09477], [-2.00811, 2.84483, -0.14793], [-1.93327, 1.95393, 0.84988], [-1.06118, -3.76153, 3.86451], [-0.98769, -5.67404, 2.21802], [-1.26042, -5.15835, -0.20736], [-1.61500, -2.80347, -0.90126], [-1.38358, 3.96535, 3.44977], [-1.48774, 5.67736, 1.60222], [-1.91256, 4.88779, -0.72984], [-2.22406, 2.45643, -1.13192], [1.27433, -2.20339, -0.27455], [1.61770, -1.07278, 0.01872], [0.75631, -0.00787, 0.13765], [1.51946, 1.32820, 0.61328], [1.14398, 1.72452, 1.94843], [1.31659, 2.35393, -0.40766], [3.14873, 0.67313, 0.58985], [4.35051, 1.27294, 0.91112], [5.47928, 0.46386, 0.88389], [5.38817, -0.88894, 0.55817], [4.16609, -1.47169, 0.25162], [3.04154, -0.66707, 0.27359], [4.41286, 2.32061, 1.16862], [6.44260, 0.88996, 1.12761], [6.28545, -1.49243, 0.55206], [4.07615, -2.52039, 0.00312], [-2.56326, -0.90920, -4.63855], [-1.43714, -0.17572, -4.07332], [-0.36116, 0.32490, -4.78899], [0.47979, 0.88310, -3.89705], [-0.09345, 0.72786, -2.65171], [-1.24533, 0.06625, -2.76517], [-2.43283, -0.40129, -1.59196], [-2.54574, -0.78004, -5.71637], [-3.49774, -0.51596, -4.24472], [-2.48173, -1.96672, -4.39378], [-0.30234, 0.23650, -5.85772], [1.42138, 1.38289, -4.02595], [0.40489, 0.96354, -1.78677]],
  "atomic_forces_ev_per_a": [[-0.6, -0.4, 0.3], [0.1, 0.0, -0.1], [0.0, -0.1, 0.0], [0.1, 0.1, 0.3], [0.0, 0.2, 0.0], [0.0, -0.1, -0.1], [0.0, 0.0, 0.0], [0.0, 0.1, 0.0], [0.0, 0.0, 0.0], [0.0, 0.0, 0.0], [0.0, 0.0, 0.1], [0.2, 0.0, -0.2], [0.0, 0.0, 0.0], [-0.1, 0.0, 0.0], [0.0, 0.0, 0.0], [0.0, 0.0, 0.0], [-0.1, 0.0, 0.1], [0.4, 0.0, -0.4], [0.0, 0.0, 0.0], [0.0, 0.0, 0.0], [0.0, 0.0, 0.0], [0.0, 0.0, 0.0], [0.0, 0.0, 0.0], [0.0, 0.0, 0.0], [0.0, 0.0, 0.0], [0.1, 0.0, 0.0], [-0.1, -0.1, -0.1], [-0.1, 0.1, 0.0], [0.5, -0.2, 0.0], [-0.2, 0.7, -0.2], [0.0, -0.1, 0.0], [0.1, -0.4, 0.1], [0.1, -0.1, 0.1], [0.0, 0.0, -0.1], [0.0, 0.0, 0.0], [0.0, 0.0, 0.0], [0.0, 0.0, 0.0], [0.0, 0.0, 0.0], [0.0, 0.0, 0.0], [0.0, 0.0, 0.0], [0.0, 0.0, 0.0], [0.0, 0.0, 0.0], [0.0, 0.0, 0.0], [0.1, 0.0, 0.0], [0.0, 0.0, 0.1], [-0.1, 0.0, 0.0], [0.5, 0.0, 0.1], [-0.1, 0.0, 0.1], [-0.1, 0.2, -0.2], [0.0, 0.0, 0.0], [0.0, 0.0, 0.0], [0.0, 0.0, 0.0], [0.0, 0.0, 0.0], [0.0, 0.0, 0.0], [-0.4, 0.0, 0.1]],
  "lowdin_charge": [1.111, 0.170, -0.423, -0.004, -0.406, 0.164, -0.159, 0.041, 0.001, -0.011, -0.119, -0.036, -0.183, 0.043, 0.007, -0.011, -0.098, -0.037, 0.137, 0.126, 0.124, 0.069, 0.141, 0.127, 0.123, 0.094, 0.052, -0.510, -0.170, 0.621, -0.284, -0.335, -0.223, -0.021, -0.051, -0.047, 0.006, -0.139, 0.126, 0.113, 0.112, 0.125, -0.014, -0.118, -0.019, -0.026, 0.109, -0.652, 0.697, 0.100, 0.084, 0.102, 0.133, 0.135, 0.099],
  "gap_ha": 0.273,
  "charge": 1,
  "de_lowest_ev": 0.000,
  "homo_energy_ev": -11.72,
  "lumo_ev": -4.29
}


{
  "formula": "C23H18BrIN5O3Re",
  "method": "ωB97M-V/def2-TZVPD",
  "species": ["Re", "O", "C", "N", "C", "C", "C", "C", "C", "C", "N", "C", "O", "C", "C", "C", "C", "C", "N", "C", "C", "C", "C", "C", "N", "H", "H", "H", "H", "H", "H", "H", "H", "H", "H", "H", "H", "Br", "C", "C", "C", "C", "C", "N", "H", "H", "H", "H", "I", "O", "H", "H"],
  "xyz": [[-1.26444, 0.39688, -0.46352], [-2.04858, -1.92664, -3.63244], [-1.78939, -1.56186, -2.52345], [-0.91214, -0.51620, -2.15900], [0.35566, -0.45235, -2.76620], [0.76432, -1.06197, -3.95140], [2.06756, -0.86999, -4.36697], [2.95368, -0.08840, -3.62361], [2.55839, 0.51280, -2.44436], [1.24731, 0.31403, -2.01341], [0.62864, 0.83323, -0.86819], [1.21973, 1.86828, -0.13800], [2.38358, 1.97324, 0.14514], [0.19001, 2.90347, 0.19560], [0.53960, 4.13011, 0.70307], [-0.45595, 5.09117, 0.84673], [-1.74302, 4.77096, 0.46617], [-2.01962, 3.49648, -0.01421], [-1.07096, 2.57171, -0.14368], [-2.27701, -2.25725, -1.28801], [-2.96473, -3.44468, -1.32878], [-3.28126, -4.06185, -0.12382], [-2.88362, -3.46343, 1.05717], [-2.20866, -2.25310, 1.01060], [-1.91411, -1.65546, -0.14176], [0.07165, -1.64114, -4.54197], [2.40029, -1.32494, -5.28989], [3.96817, 0.04767, -3.97300], [3.24722, 1.10295, -1.85985], [1.57551, 4.31569, 0.94991], [-0.22140, 6.07373, 1.23299], [-2.54749, 5.48849, 0.53908], [-3.02136, 3.20574, -0.29230], [-3.22866, -3.86349, -2.28976], [-3.82043, -4.99911, -0.11139], [-3.09690, -3.91469, 2.01532], [-1.90265, -1.75105, 1.91642], [0.33831, 0.81623, 4.95868], [1.45339, -0.18811, 3.81258], [2.70634, -0.58923, 4.24289], [3.48568, -1.31245, 3.35586], [2.99308, -1.60485, 2.09005], [1.73093, -1.15960, 1.75951], [0.96839, -0.46212, 2.61254], [3.05099, -0.33699, 5.23425], [4.47256, -1.64264, 3.65127], [3.57761, -2.15914, 1.37052], [1.30128, -1.34537, 0.78219], [-3.96729, 0.69226, -0.61572], [-1.20149, 0.60790, 1.67565], [-0.39268, 0.15886, 2.15305], [-2.01600, 0.53620, 2.18745]],
  "atomic_forces_ev_per_a": [[-0.1, 0.0, 0.0], [0.0, 0.0, 0.0], [0.0, 0.0, 0.0], [0.1, 0.0, 0.0], [0.0, 0.0, 0.0], [0.0, 0.0, 0.0], [0.0, 0.0, 0.0], [0.0, 0.0, 0.0], [0.0, 0.0, 0.0], [0.0, 0.0, 0.0], [0.1, 0.0, 0.0], [0.0, 0.0, 0.0], [0.0, 0.0, 0.0], [0.0, 0.0, 0.0], [0.0, 0.0, 0.0], [0.0, 0.0, 0.0], [0.0, 0.0, 0.0], [0.0, 0.0, 0.0], [0.0, 0.0, 0.0], [0.0, 0.0, 0.0], [0.0, 0.0, 0.0], [0.0, 0.0, 0.0], [0.0, 0.0, 0.0], [0.0, 0.0, 0.0], [0.0, 0.0, 0.0], [0.0, 0.0, 0.0], [0.0, 0.0, 0.0], [0.0, 0.0, 0.0], [0.0, 0.0, 0.0], [0.0, 0.0, 0.0], [0.0, 0.0, 0.0], [0.0, 0.0, 0.0], [0.0, 0.0, 0.0], [0.0, 0.0, 0.0], [0.0, 0.0, 0.0], [0.0, 0.0, 0.0], [0.0, 0.0, 0.0], [0.0, 0.0, 0.0], [0.0, 0.0, 0.0], [0.0, 0.0, 0.0], [0.0, 0.0, 0.0], [0.0, 0.0, 0.0], [0.0, 0.0, 0.0], [0.0, 0.0, 0.0], [0.0, 0.0, 0.0], [0.0, 0.0, 0.0], [0.0, 0.0, 0.0], [0.0, 0.0, 0.0], [0.0, 0.0, 0.0], [0.0, -0.1, 0.0], [0.0, 0.1, 0.0], [0.0, 0.0, 0.0]],
  "lowdin_charge": [1.236, 0.160, -0.428, -0.089, -0.197, 0.001, -0.065, -0.067, -0.004, -0.206, -0.076, -0.417, 0.136, -0.183, 0.036, -0.011, -0.013, -0.132, -0.055, -0.239, 0.042, -0.005, -0.014, -0.109, -0.109, 0.109, 0.111, 0.110, 0.107, 0.133, 0.123, 0.121, 0.001, 0.138, 0.125, 0.121, 0.109, 0.802, -0.722, -0.084, -0.027, -0.029, -0.103, -0.002, 0.111, 0.123, 0.118, 0.107, 0.359, -0.234, 0.013, 0.069],
  "gap_ha": [0.230, 0.247],
  "charge": 1,
  "de_lowest_ev": 0.508,
  "homo_energy_ev": [-10.70, -10.89],
  "lumo_ev": [-4.43, -4.17],
  "spin_multiplicity": 2
}


{
  "formula": "C23H18N2O3",
  "method": "ωB97M-V/def2-TZVPD",
  "species": ["C", "H", "O", "C", "C", "C", "C", "C", "C", "H", "C", "O", "N", "C", "N", "C", "C", "C", "C", "C", "C", "C", "C", "H", "H", "H", "H", "H", "O", "C", "C", "C", "C", "C", "C", "H", "H", "H", "H", "H", "H", "H", "H", "H", "H", "H"],
  "xyz": [[-1.65647, 7.12614, 1.23538], [-1.88383, 6.73595, 0.23868], [-0.26762, 7.15069, 1.47535], [0.40930, 5.97620, 1.47767], [1.77781, 6.05661, 1.75162], [2.54862, 4.91394, 1.79082], [1.98688, 3.67187, 1.53996], [0.63017, 3.58268, 1.24992], [-0.15682, 4.73228, 1.23253], [-1.20792, 4.61040, 1.02528], [-0.07471, 2.29712, 0.98599], [-1.24978, 2.13114, 1.19360], [0.74514, 1.31732, 0.45451], [0.35958, 0.04594, 0.12798], [-0.74756, -0.55960, 0.38638], [-0.60741, -1.81789, -0.15112], [0.63133, -1.90439, -0.74708], [1.31873, -2.90962, -1.53298], [0.60802, -3.82128, -2.31544], [1.28239, -4.76255, -3.06793], [2.66798, -4.80561, -3.06090], [3.38014, -3.89168, -2.30214], [2.71350, -2.94750, -1.54538], [3.26657, -2.23499, -0.95156], [4.46012, -3.91564, -2.29939], [3.19012, -5.54479, -3.64994], [0.72391, -5.46391, -3.67015], [-0.46999, -3.77619, -2.33772], [1.25945, -0.69552, -0.54816], [-1.66752, -2.79797, 0.02774], [-2.98194, -2.34943, 0.14287], [-4.01101, -3.25216, 0.33064], [-3.74065, -4.60819, 0.41747], [-2.43258, -5.05728, 0.33050], [-1.39820, -4.16061, 0.14018], [-0.37796, -4.51207, 0.09391], [-2.21667, -6.11236, 0.41745], [-4.54537, -5.31399, 0.56311], [-5.02823, -2.89824, 0.41315], [-3.17184, -1.28909, 0.08803], [1.68897, 1.55603, 0.18572], [2.60367, 2.78841, 1.61189], [3.60054, 4.98892, 2.02214], [2.20661, 7.02766, 1.94125], [-2.18207, 6.53075, 1.98764], [-1.98338, 8.16253, 1.30054]],
  "atomic_forces_ev_per_a": [[-0.2, 0.0, 0.0], [0.0, 0.0, 0.0], [0.3, 0.0, 0.1], [0.2, -0.2, 0.0], [-0.2, 0.0, 0.0], [0.0, 0.1, 0.0], [-0.2, -0.2, -0.1], [0.2, 0.5, 0.2], [-0.1, 0.1, 0.0], [-0.1, 0.0, 0.0], [-0.1, -0.1, 0.0], [0.0, 0.1, 0.0], [0.6, -0.1, -0.2], [-0.7, -0.7, 0.1], [0.0, 0.7, 0.3], [1.4, 0.0, -0.5], [-1.3, -0.2, 0.4], [0.3, 0.0, -0.2], [0.1, 0.2, 0.0], [0.0, -0.1, 0.0], [0.0, 0.0, 0.0], [0.1, 0.0, -0.1], [-0.1, 0.0, 0.1], [0.1, 0.0, 0.0], [0.1, 0.0, 0.0], [0.0, -0.1, -0.1], [0.0, 0.0, -0.1], [-0.1, 0.0, 0.0], [0.1, 0.4, 0.0], [-0.3, -0.3, 0.0], [0.1, 0.0, -0.1], [-0.1, 0.0, 0.0], [-0.1, 0.0, 0.0], [0.0, -0.1, 0.0], [0.0, 0.1, 0.0], [0.1, 0.0, 0.0], [0.0, -0.1, 0.0], [-0.1, 0.0, 0.0], [-0.1, 0.0, 0.0], [0.0, 0.1, 0.0], [-0.2, 0.1, 0.1], [0.1, -0.1, 0.0], [0.1, 0.0, 0.0], [0.1, 0.1, 0.0], [0.0, 0.0, 0.0], [0.0, -0.1, 0.0]],
  "lowdin_charge": [-0.080, 0.098, -0.077, -0.263, 0.004, -0.070, -0.047, -0.135, 0.048, 0.115, -0.406, 0.118, 0.189, -0.347, 0.220, -0.156, -0.133, -0.158, -0.035, -0.076, -0.090, -0.082, -0.024, 0.114, 0.103, 0.100, 0.104, 0.116, 0.135, -0.167, -0.022, -0.080, -0.093, -0.082, -0.043, 0.114, 0.102, 0.099, 0.102, 0.113, 0.145, 0.107, 0.107, 0.119, 0.099, 0.094],
  "gap_ha": 0.294,
  "smiles": "COc1cccc(C(=O)Nc2nc(-c3ccccc3)c(-c3ccccc3)o2)c1",
  "charge": 0,
  "de_lowest_ev": 0.837,
  "homo_energy_ev": -7.68,
  "lumo_ev": 0.33
}


{
  "formula": "C23H19Cl3NO6",
  "method": "ωB97M-V/def2-TZVPD",
  "species": ["C", "O", "C", "C", "C", "C", "C", "C", "C", "O", "O", "C", "C", "C", "O", "C", "O", "C", "C", "H", "H", "H", "H", "H", "H", "H", "H", "H", "H", "H", "H", "H", "H", "H", "Cl", "C", "Cl", "C", "O", "C", "C", "C", "C", "C", "N", "C", "Cl", "C", "H", "H", "H", "H"],
  "xyz": [[-4.66699, -1.13166, -0.02985], [-4.51179, -0.64875, -1.39302], [-3.42282, -1.08041, -2.08671], [-2.95101, -0.24821, -3.12559], [-1.64578, -0.40472, -3.54388], [-0.84763, -1.43721, -3.03512], [0.59449, -1.56081, -3.44807], [1.61722, -1.30775, -2.30061], [2.29288, -2.56614, -1.77491], [1.94915, -3.69143, -2.10257], [3.24000, -2.35079, -0.82877], [3.95492, -1.09223, -0.69164], [3.61261, -0.31890, 0.56000], [5.43948, -1.44146, -0.60993], [3.78011, -0.25116, -1.86289], [2.76649, -0.40838, -2.74281], [2.76385, 0.16751, -3.81490], [-1.40959, -2.39215, -2.17622], [-2.71746, -2.26031, -1.74170], [-5.43180, -0.47748, 0.38290], [-5.01610, -2.16931, -0.04406], [-3.73463, -1.04522, 0.55259], [-3.59654, 0.54647, -3.49844], [-1.20043, 0.27268, -4.27768], [0.81011, -2.59912, -3.74057], [0.81182, -0.80624, -4.21516], [2.57032, -0.00619, 0.55399], [3.81892, -0.92508, 1.44832], [4.25235, 0.57102, 0.61526], [5.76600, -1.99912, -1.49082], [6.03552, -0.52542, -0.53251], [5.64083, -2.04802, 0.28119], [-0.80356, -3.24481, -1.87388], [-3.16208, -3.00554, -1.07695], [0.92259, -0.61958, -0.89272], [-1.90622, 2.31269, 1.01178], [-2.88901, 1.95212, -0.31845], [-1.69361, 1.18476, 1.96364], [-1.87954, -0.00436, 1.69646], [-1.21436, 1.64880, 3.31307], [-0.47406, 2.86046, 3.37499], [-0.30487, 3.44766, 4.64622], [-1.02193, 2.89887, 5.69736], [-1.53125, 1.58153, 5.56800], [-1.51037, 0.93076, 4.40034], [-0.07556, 3.43290, 2.12405], [1.42172, 4.25060, 2.11116], [-0.89879, 3.27265, 0.98634], [0.36696, 4.29172, 4.78700], [-1.14211, 3.42215, 6.63654], [-1.98516, 1.11055, 6.45177], [-0.78331, 3.91202, 0.10745]],
  "atomic_forces_ev_per_a": [[0.2, 0.1, -0.7], [0.0, -0.5, 0.0], [0.4, -0.2, 0.3], [-0.4, -0.3, 0.8], [0.5, -0.5, -0.2], [-0.2, -0.4, 0.0], [0.3, 0.0, 0.5], [0.8, -0.6, -1.1], [-0.8, -1.8, -0.2], [1.0, 1.8, 0.8], [0.2, 0.0, -0.3], [0.4, 0.0, -0.2], [-0.5, 0.3, 0.4], [0.2, -0.2, -0.4], [0.0, -0.4, -0.1], [-0.2, 1.2, -1.4], [0.5, -0.7, 1.7], [0.0, 0.2, -0.7], [-0.3, 0.8, 0.2], [0.0, -0.1, 0.1], [0.0, 0.1, 0.1], [-0.2, 0.1, -0.3], [0.3, -0.1, 0.3], [-0.2, -0.1, 0.2], [-0.1, 0.5, -0.5], [0.0, -0.6, 0.0], [0.4, 0.0, 0.3], [-0.1, 0.0, -0.2], [-0.1, -0.2, -0.1], [-0.1, 0.1, 0.0], [-0.2, -0.1, -0.1], [-0.2, 0.1, -0.2], [-0.1, 0.1, 0.0], [0.2, 0.4, -0.1], [-1.6, 1.1, 1.2], [1.4, -1.5, 2.0], [-0.6, 0.0, -1.1], [0.2, 0.5, -0.3], [-0.5, 0.1, 0.1], [0.2, 0.3, -0.8], [-0.1, -0.3, -0.4], [-0.1, -0.5, 0.2], [0.4, -0.6, -0.1], [0.2, 0.5, -0.6], [-1.3, 0.4, 1.0], [-1.5, -0.2, -0.5], [0.8, 1.1, -0.3], [0.7, 0.3, 1.2], [-0.4, 0.1, -0.1], [0.3, 0.0, 0.1], [0.3, -0.1, -0.5], [0.2, -0.3, 0.2]],
  "lowdin_charge": [-0.066, -0.130, -0.293, -0.025, -0.042, -0.284, -0.097, -0.601, -0.441, 0.125, 0.068, -0.511, -0.016, 0.007, 0.082, -0.428, 0.129, -0.054, -0.007, 0.087, 0.078, 0.076, 0.116, 0.117, 0.127, 0.114, 0.024, 0.104, 0.105, 0.095, 0.097, 0.098, 0.116, 0.111, 0.978, -0.664, 0.716, -0.415, -0.035, -0.174, -0.226, -0.050, -0.093, -0.165, 0.113, -0.707, 0.616, -0.145, 0.092, 0.083, 0.091, 0.102],
  "gap_ha": 0.207,
  "charge": -1,
  "de_lowest_ev": 0.000,
  "homo_energy_ev": -3.14,
  "lumo_ev": 2.49
}


The lowest charge belongs to which entry? C23H19Cl3NO6